120
Properties=species:S:1:pos:R:3:mulliken_charge:R:1 method="wB97M-V/def2-TZVPD" homo_ha=-0.3053 max_force_ev_per_a=4.2 spin_multiplicity=1 lumo_ev=0.0 smiles="c1cc[nH]c1.c1cc[nH]c1.c1cc[nH]c1.O=C1CCCO1.O=C1CCCO1.O=C1CCCO1.O=C1CCCO1.O=C1CCCO1.O=C1CCCO1.CO.CO.CO" gap_ev=8.31
C 17.3186 6.3727 7.6377 -0.61
C 16.6262 5.1902 7.8607 -0.43
C 15.2943 5.3413 7.5714 -0.93
N 15.1821 6.6047 7.1195 0.10
C 16.3660 7.2640 7.1442 -0.84
H 18.3820 6.4588 7.8052 0.54
H 17.1571 4.3586 8.3000 0.45
H 14.4564 4.6605 7.5985 0.50
H 14.3500 7.0021 6.7073 0.35
H 16.4670 8.2906 6.8242 0.91
C 13.8181 11.7064 6.9947 -0.17
C 14.1013 10.7361 7.9322 -0.41
C 14.7120 11.3350 9.0501 -0.96
N 14.8077 12.6746 8.7183 0.09
C 14.2496 12.9269 7.4731 -0.83
H 13.3969 11.4298 6.0394 0.54
H 13.8408 9.6971 7.7940 0.53
H 15.0600 10.9341 9.9907 0.41
H 15.1578 13.3894 9.3401 0.21
H 14.2791 13.9369 7.0918 0.58
C 20.9218 7.5765 1.4222 -0.51
C 20.7076 8.3614 0.2699 -0.63
C 20.4754 9.6430 0.7456 -0.67
N 20.5832 9.6693 2.1304 0.18
C 20.7552 8.3728 2.5556 -0.91
H 21.0918 6.5101 1.4401 0.50
H 20.8180 7.9383 -0.7176 0.59
H 20.2736 10.5585 0.2094 0.49
H 20.4668 10.5091 2.6794 0.20
H 20.7193 8.1135 3.6034 0.70
O 21.0741 12.4322 4.1257 -0.63
C 20.3793 13.0189 3.3026 0.24
C 20.6521 14.2933 2.5872 -0.52
C 19.2332 14.6071 2.1291 -0.91
C 18.5605 13.2612 1.9787 -0.20
O 19.2638 12.4483 2.8489 0.37
H 20.9295 15.1332 3.2241 0.28
H 21.2580 14.1855 1.6876 0.31
H 18.6325 15.1913 2.8263 0.33
H 19.2259 15.1923 1.2096 0.44
H 17.5022 13.2462 2.2392 0.02
H 18.6382 12.9164 0.9476 0.29
O 20.0614 9.4666 5.6096 -0.64
C 19.3081 10.3712 5.9030 0.21
C 19.5338 11.5551 6.8071 -0.69
C 18.4899 12.5824 6.4227 -0.37
C 17.4130 11.6410 5.8775 1.15
O 18.1065 10.4730 5.3500 0.18
H 19.2908 11.2489 7.8246 0.37
H 20.5134 12.0076 6.6525 0.44
H 18.1260 13.2048 7.2401 0.53
H 18.8339 13.3099 5.6874 -0.13
H 16.7578 11.3822 6.7093 -0.20
H 16.7925 12.1559 5.1440 -0.66
O 14.1739 10.3461 4.0336 -0.69
C 15.0979 9.7720 3.3947 0.07
C 15.8808 8.5210 3.7121 2.46
C 16.8795 8.4838 2.5575 0.61
C 16.8553 9.8032 1.9261 0.85
O 15.6695 10.4047 2.3616 -0.18
H 16.4155 8.6643 4.6511 -1.36
H 15.1390 7.7238 3.7608 -0.64
H 17.8573 8.1588 2.9128 -0.46
H 16.5660 7.7567 1.8084 -0.21
H 17.7046 10.3260 2.3659 -0.66
H 17.0451 9.7218 0.8559 0.10
O 16.2830 5.6671 -3.0526 -0.63
C 16.6871 6.8021 -2.8603 0.42
C 17.6854 7.1799 -1.8071 0.67
C 18.0629 8.5791 -2.2329 -0.18
C 16.9894 9.0552 -3.1259 -0.47
O 16.3826 7.8707 -3.6680 -0.37
H 17.0678 7.1224 -0.9109 -0.65
H 18.4746 6.4284 -1.8308 0.40
H 18.4077 9.2431 -1.4402 -0.06
H 18.9418 8.4046 -2.8534 0.33
H 16.2137 9.5450 -2.5372 0.24
H 17.2862 9.7312 -3.9279 0.30
O 20.3465 4.7698 5.4850 -0.65
C 19.2342 4.6851 4.9695 0.30
C 18.4361 5.8080 4.3714 0.65
C 17.1454 5.0432 4.0675 1.30
C 17.5170 3.5628 3.9249 -0.82
O 18.6025 3.4776 4.8780 -0.39
H 18.2433 6.6088 5.0852 -0.22
H 18.9249 6.2220 3.4894 -0.34
H 16.4253 5.0402 4.8857 -0.67
H 16.6283 5.2632 3.1335 0.06
H 16.5910 3.0020 4.0517 0.42
H 17.8614 3.3252 2.9184 0.30
O 13.6503 15.6026 5.1074 -0.58
C 13.7168 15.0646 4.0110 0.28
C 14.4828 13.7582 3.5594 0.58
C 14.4671 13.9853 2.0114 -0.32
C 13.1583 14.7663 1.7576 -0.44
O 13.1093 15.6168 2.8707 -0.39
H 15.4229 13.5347 4.0637 -0.17
H 13.7496 13.0313 3.9088 -0.05
H 15.3240 14.5498 1.6437 0.31
H 14.4230 13.0522 1.4497 0.17
H 13.1479 15.4365 0.8981 0.34
H 12.2240 14.2048 1.7629 0.23
C 12.4928 10.4545 0.8082 -0.17
O 12.0407 10.6983 -0.5038 -0.60
H 13.4713 9.9744 0.7991 -0.03
H 12.4459 11.2737 1.5257 0.13
H 11.7737 9.7268 1.1841 0.38
H 11.8091 9.9124 -1.0041 0.31
C 13.7123 5.2904 4.0850 -0.13
O 12.5068 4.9918 3.3449 -0.52
H 14.5686 5.4560 3.4312 -0.22
H 13.6121 6.1399 4.7607 0.23
H 13.9980 4.4473 4.7140 0.35
H 11.8379 4.7985 4.0057 0.29
C 13.5067 6.9047 0.8166 -0.20
O 14.4246 6.7741 -0.2716 -0.41
H 12.7794 7.7002 0.6542 0.14
H 13.0689 5.9410 1.0766 0.42
H 13.9882 7.2971 1.7124 -0.19
H 15.0046 6.0312 -0.0895 0.24



121
Properties=species:S:1:pos:R:3:mulliken_charge:R:1 method="wB97M-V/def2-TZVPD" homo_ha=-0.3382 max_force_ev_per_a=0.4 spin_multiplicity=1 lumo_ev=0.3 smiles="CC[C@H](C)[C@@H](OC)[C@H](OC)[C@H](Br)[C@H](C)Br.O=C1CCCO1.O=C1CCCO1.O=C1CCCO1.O=C1CCCO1.O=C1CCCO1.O=C1CCCO1.O=C1CCCO1" gap_ev=9.48
C 4.6881 3.7039 3.2990 -1.13
C 4.3479 4.0086 1.8429 -0.86
C 2.9533 3.5445 1.4000 1.20
C 2.8838 3.4498 -0.1224 -1.64
C 1.8724 4.4898 1.9443 0.23
O 2.0442 5.7681 1.3637 -0.44
C 2.2032 6.8228 2.2847 -0.75
C 0.4335 3.9409 1.6532 -0.04
O -0.2954 4.7714 0.7765 -0.50
C -1.1360 5.7877 1.2728 -0.64
C -0.3567 3.4619 2.8895 -0.87
Br -0.4322 4.7438 4.3640 -0.05
C 0.0785 2.0579 3.3592 1.11
C -1.1089 1.1963 3.7505 -1.79
Br 1.3455 2.0378 4.8356 -0.07
H 5.5389 4.2984 3.6381 0.42
H 3.8533 3.9083 3.9712 0.18
H 4.9624 2.6568 3.4268 0.37
H 5.0821 3.5157 1.2007 0.41
H 4.4426 5.0789 1.6362 0.24
H 2.7706 2.5552 1.8419 -0.16
H 1.9573 2.9953 -0.4762 0.30
H 3.6969 2.8270 -0.4960 0.47
H 2.9554 4.4463 -0.5615 0.30
H 2.0003 4.5819 3.0283 0.68
H 3.1057 6.6931 2.8951 0.30
H 2.2970 7.7410 1.7058 0.29
H 1.3419 6.9104 2.9569 0.25
H 0.5526 3.0249 1.0666 0.13
H -1.9952 5.3883 1.8226 0.22
H -0.6063 6.4915 1.9171 0.21
H -1.5043 6.3220 0.3987 0.29
H -1.4039 3.3723 2.6082 0.72
H 0.6418 1.5810 2.5596 -0.58
H -1.8261 1.1740 2.9250 0.48
H -0.7952 0.1718 3.9414 0.45
H -1.5981 1.5828 4.6449 0.36
O 2.2757 0.1190 -0.3509 -0.63
C 1.6037 -0.7402 0.1450 0.03
C 1.1186 -2.0426 -0.4569 0.44
C 0.0113 -2.4746 0.5057 0.59
C 0.4708 -1.8391 1.8095 -0.62
O 1.1686 -0.6381 1.4216 -0.29
H 1.9539 -2.7454 -0.4775 0.19
H 0.7798 -1.8855 -1.4763 -0.03
H -0.1292 -3.5488 0.5627 0.26
H -0.9374 -2.0337 0.2038 -0.58
H 1.1727 -2.4689 2.3605 0.22
H -0.3447 -1.5558 2.4699 0.29
O 7.3823 1.0666 5.7554 -0.59
C 6.3539 0.9196 6.3438 0.48
C 6.1064 0.9486 7.8426 -0.43
C 4.7301 0.3044 7.9787 -0.54
C 4.0917 0.6615 6.6386 -0.21
O 5.1791 0.7019 5.7027 -0.30
H 6.1095 1.9937 8.1591 0.24
H 6.9080 0.4290 8.3601 0.32
H 4.1492 0.6582 8.8275 0.33
H 4.8331 -0.7783 8.0622 0.27
H 3.6193 1.6466 6.6624 0.04
H 3.3688 -0.0676 6.2825 0.35
O -3.0122 -3.8926 0.1140 -0.62
C -3.4282 -3.2880 -0.8379 0.56
C -3.6387 -1.7949 -1.0032 -0.39
C -4.4771 -1.6991 -2.2715 -0.40
C -4.0379 -2.9439 -3.0275 -0.16
O -3.7338 -3.9176 -1.9950 -0.43
H -2.6601 -1.3277 -1.1322 0.17
H -4.1100 -1.3791 -0.1168 0.40
H -4.3175 -0.7866 -2.8374 0.43
H -5.5354 -1.7644 -2.0191 0.16
H -3.1322 -2.7716 -3.6079 -0.06
H -4.7985 -3.3705 -3.6759 0.31
O 0.3837 -4.6956 -2.1589 -0.59
C -0.2751 -5.6018 -1.7294 0.55
C -0.7442 -6.8586 -2.4366 -0.51
C -1.8580 -7.3652 -1.5221 -0.38
C -1.4162 -6.8340 -0.1607 -0.55
O -0.7121 -5.6199 -0.4561 -0.33
H 0.1032 -7.5454 -2.4937 0.29
H -1.0625 -6.6179 -3.4474 0.25
H -1.9943 -8.4444 -1.5299 0.37
H -2.8002 -6.8931 -1.8018 0.17
H -0.7295 -7.5108 0.3531 0.35
H -2.2416 -6.5784 0.4981 0.31
O -4.4135 1.2883 -1.2129 -0.55
C -5.4461 1.3282 -0.6143 0.53
C -5.9415 2.3960 0.3441 -0.38
C -7.0824 1.6999 1.0795 -0.52
C -7.5616 0.7032 0.0286 -0.48
O -6.3887 0.3581 -0.7304 -0.29
H -6.2831 3.2440 -0.2529 0.28
H -5.1253 2.7301 0.9790 0.22
H -7.8736 2.3653 1.4168 0.33
H -6.6939 1.1647 1.9469 0.27
H -8.2901 1.1443 -0.6549 0.27
H -7.9721 -0.2151 0.4406 0.33
O -2.3579 -1.1197 -5.1542 -0.56
C -2.0813 -1.8618 -6.0518 0.54
C -0.9661 -1.7504 -7.0666 -0.03
C -1.3714 -2.7505 -8.1436 -0.59
C -2.1724 -3.7641 -7.3331 -0.41
O -2.7793 -3.0020 -6.2718 -0.35
H -0.0417 -2.0362 -6.5717 -0.09
H -0.8738 -0.7227 -7.4068 0.37
H -0.5351 -3.2026 -8.6712 0.36
H -2.0194 -2.2670 -8.8759 0.27
H -1.5339 -4.5255 -6.8809 0.24
H -2.9697 -4.2506 -7.8892 0.33
O 3.0148 -3.0767 -5.8117 -0.61
C 2.9213 -2.0547 -5.1934 0.34
C 2.4716 -1.8449 -3.7596 0.01
C 2.1534 -0.3518 -3.7119 0.06
C 3.0968 0.1967 -4.7746 -0.57
O 3.2237 -0.8558 -5.7506 -0.38
H 3.3006 -2.1135 -3.1014 0.32
H 1.6252 -2.4915 -3.5380 0.08
H 2.2947 0.1052 -2.7354 0.05
H 1.1177 -0.1889 -4.0196 0.18
H 4.0898 0.4092 -4.3728 0.28
H 2.7264 1.0815 -5.2863 0.34



111
Properties=species:S:1:pos:R:3:mulliken_charge:R:1 method="wB97M-V/def2-TZVPD" homo_ha="-0.0478 / -0.0433" max_force_ev_per_a=2.2 spin_multiplicity=2 lumo_ev="2.3 / 2.3" charge=-1 gap_ev="3.64 / 3.51" s_squared=0.85
Cr -0.3860 0.2132 0.1378 0.86
C 0.4839 0.9952 2.9593 -1.00
N 1.2070 0.5047 1.7780 1.29
C 1.9535 -0.7118 2.0878 -0.77
C 2.0882 1.5441 1.2405 -1.55
C 2.4681 1.2376 -0.1926 -1.00
N 1.2565 1.1637 -1.0286 1.44
C 1.4899 0.3906 -2.2635 -1.75
C 1.8371 -1.0810 -2.0764 0.21
C 3.1496 -1.4917 -2.3530 -0.36
C 3.5516 -2.7992 -2.2551 -0.39
C 2.5617 -3.7283 -2.0304 -0.10
C 1.2347 -3.3811 -1.7651 -0.55
C 0.9323 -2.0207 -1.6659 0.10
O -0.1526 -1.6793 -0.9640 -0.05
C 0.1354 -4.4613 -1.7130 2.55
C -0.4563 -4.6336 -0.3065 -1.35
C -0.9878 -4.0735 -2.6886 -1.58
C 0.6933 -5.8153 -2.1578 -2.44
C 5.0002 -3.2391 -2.4591 2.08
C 5.4386 -4.1415 -1.2969 -1.63
C 5.1307 -4.0201 -3.7747 -1.62
C 5.9543 -2.0430 -2.5092 -2.08
C 0.8584 2.5592 -1.3957 -1.47
C -0.5711 2.6954 -1.7958 0.19
C -0.9329 2.9978 -3.0994 -0.29
C -2.2710 3.1408 -3.4554 -0.30
C -3.1935 2.9694 -2.4266 -0.51
C -2.8838 2.6778 -1.0973 0.27
C -1.5123 2.5087 -0.7481 0.27
O -1.0537 2.2236 0.4455 -0.99
C -4.0816 2.4746 -0.1407 2.49
C -4.8843 1.2583 -0.6383 -1.42
C -3.7044 2.2108 1.3270 -1.81
C -4.9782 3.7237 -0.1619 -1.91
C -2.7485 3.4393 -4.8797 2.09
C -3.5759 2.2557 -5.4102 -1.60
C -1.5771 3.6637 -5.8368 -2.11
C -3.6226 4.7023 -4.8941 -1.68
H 1.1761 1.3112 3.7580 0.36
H -0.1660 0.2021 3.3400 0.13
H -0.1510 1.8314 2.6600 0.16
H 2.7761 -0.5071 2.7941 0.29
H 2.3666 -1.1535 1.1777 0.02
H 1.2803 -1.4433 2.5353 -0.10
H 3.0032 1.6384 1.8428 0.53
H 1.5496 2.4874 1.2946 0.42
H 2.9912 0.2897 -0.2319 0.32
H 3.1551 2.0029 -0.5756 0.32
H 2.2995 0.8523 -2.8435 0.54
H 0.5776 0.4969 -2.8374 0.44
H 3.8563 -0.7277 -2.6567 0.32
H 2.8241 -4.7796 -2.0908 0.48
H -0.9302 -3.7181 0.0365 -0.07
H 0.3260 -4.9088 0.4114 0.27
H -1.2071 -5.4319 -0.3173 0.49
H -1.4742 -3.1399 -2.3931 0.15
H -1.7469 -4.8628 -2.7128 0.47
H -0.5881 -3.9455 -3.7023 0.33
H 1.4302 -6.2095 -1.4466 0.39
H 1.1639 -5.7553 -3.1475 0.42
H -0.1285 -6.5318 -2.2167 0.46
H 4.8160 -5.0381 -1.2207 0.29
H 5.3679 -3.6042 -0.3446 0.34
H 6.4765 -4.4604 -1.4398 0.46
H 4.4708 -4.8947 -3.7826 0.30
H 6.1610 -4.3660 -3.9143 0.46
H 4.8579 -3.3868 -4.6261 0.33
H 5.8628 -1.4239 -1.6096 0.39
H 5.7653 -1.4084 -3.3826 0.35
H 6.9858 -2.4007 -2.5750 0.44
H 1.5226 2.9208 -2.1913 0.35
H 1.0168 3.1698 -0.5114 0.57
H -0.1402 3.1189 -3.8372 0.40
H -4.2494 3.0578 -2.6836 0.17
H -4.2219 0.3882 -0.7193 -0.06
H -5.3275 1.4408 -1.6251 0.31
H -5.6952 1.0191 0.0640 0.51
H -3.0941 1.3154 1.4420 0.10
H -4.6346 2.0820 1.9017 0.48
H -3.1404 3.0470 1.7506 0.28
H -5.4113 3.9114 -1.1508 0.27
H -4.4015 4.6097 0.1266 0.39
H -5.8047 3.6017 0.5498 0.50
H -2.9673 1.3441 -5.4250 0.32
H -3.9353 2.4535 -6.4306 0.45
H -4.4439 2.0649 -4.7704 0.30
H -0.9375 2.7748 -5.9035 0.35
H -0.9582 4.5101 -5.5176 0.38
H -1.9594 3.8795 -6.8413 0.44
H -4.5182 4.5763 -4.2763 0.28
H -3.9459 4.9378 -5.9180 0.46
H -3.0620 5.5578 -4.5005 0.35
C -1.2344 -0.7150 -1.4797 -0.65
H -2.1880 -1.2468 -1.3986 0.27
H -1.0735 -0.4793 -2.5425 0.32
C -4.2594 -1.7533 1.9912 -0.87
N -3.1981 -1.3119 2.8859 0.53
C -3.3662 -1.8008 4.2296 -1.18
C -1.8806 -1.4085 2.3389 -0.42
C -0.9750 -2.5320 2.7559 -1.59
O -1.5627 -0.5692 1.3829 0.42
H -5.2310 -1.3597 2.3182 0.34
H -4.3350 -2.8584 1.9446 0.31
H -4.0566 -1.3742 0.9885 0.09
H -4.2720 -1.3748 4.6744 0.32
H -2.5153 -1.5003 4.8440 0.32
H -3.4608 -2.9018 4.2891 0.34
H -1.5266 -3.4723 2.9107 0.44
H -0.4157 -2.3393 3.6974 0.34
H -0.2355 -2.6985 1.9672 0.03